Molecular formula: C8H10O6S
Method: DFT, ωB97M-V with the def2-TZVPD basis set

As for the energy: -31574.9985 eV. The HOMO-LUMO gap comes out at 9.512 eV. As for the charge: 0. The relative energy (zero: lowest compared OMol25 entry of this formula, charge and spin) comes out at 7.8 kcal per mole. The structure (SMILES) is O=C1C=C(CCCCS(=O)(=O)O)C(=O)O1.

Element x y z (Å)
O1 -3.880 -1.261 -1.628
C1 -2.923 -1.630 -0.923
C2 -1.435 -1.375 -1.414
C3 -0.641 -1.744 -0.285
C4 0.952 -1.644 -0.202
C5 1.527 -0.468 -1.156
C6 1.622 0.957 -0.437
C7 0.210 1.672 -0.166
S1 0.245 2.692 1.414
O2 0.904 3.990 1.042
O3 -1.203 2.902 1.829
O4 0.997 1.891 2.669
C8 -1.585 -2.231 0.898
O5 -1.161 -2.479 2.034
O6 -2.901 -2.242 0.358
H1 -1.064 -0.959 -2.417
H2 1.459 -2.657 -0.414
H3 1.193 -1.420 0.905
H4 1.006 -0.430 -2.178
H5 2.615 -0.782 -1.390
H6 2.200 1.649 -1.160
H7 2.211 0.942 0.538
H8 -0.672 0.962 -0.036
H9 -0.051 2.358 -1.045
H10 0.375 1.309 3.162

Molecular formula: C8H11BCl2
Method: DFT, ωB97M-V with the def2-TZVPD basis set

As for the energy: -34195.2188 eV. The HOMO-LUMO gap comes out at 8.629 eV. As for the charge: 0. The relative energy (zero: lowest compared OMol25 entry of this formula, charge and spin) comes out at 0.0 kcal per mole. The structure (SMILES) is CC(C)[C@]1(Cl)C=CC=CB1Cl.

Element x y z (Å)
C1 -0.989 2.211 0.303
C2 -0.041 1.152 0.763
C3 -0.674 0.172 1.735
C4 0.626 0.443 -0.421
Cl1 1.783 1.578 -1.244
C5 -0.370 0.010 -1.432
C6 -0.403 -1.259 -1.851
C7 0.424 -2.352 -1.313
C8 1.262 -2.213 -0.254
B1 1.476 -0.772 0.303
Cl2 2.674 -0.380 1.453
H1 -1.303 2.791 1.208
H2 -2.017 1.659 -0.128
H3 -0.545 2.896 -0.510
H4 0.759 1.619 1.286
H5 -1.625 -0.381 1.418
H6 0.093 -0.613 1.898
H7 -1.125 0.640 2.752
H8 -0.949 0.703 -1.842
H9 -1.119 -1.500 -2.550
H10 0.398 -3.350 -1.851
H11 1.664 -3.053 0.275

Question: Which value of HOMO-LUMO gap does entry 2 give?
Answer: 8.629 eV